Formula: C37H38IN5O14
Source: the Open Molecules 2025 dataset
Level of theory: the ωB97M-V functional and the def2-TZVPD basis

Positions of all 95 atoms, in Å:
C1 -1.16900 2.33882 -0.49929
C2 -0.95061 1.05923 -1.31032
O1 0.42689 0.69803 -1.43475
C3 0.90049 0.05825 -0.27276
C4 0.75779 -1.46999 -0.32085
O2 -0.23646 -2.01768 0.53710
C5 0.03226 -1.88250 1.90966
C6 1.13233 -2.80124 2.48701
O3 2.14337 -2.05660 3.14356
C7 2.99392 -1.46607 2.18442
C8 4.11640 -0.69968 2.78574
C9 5.41475 -0.88050 2.58921
I1 6.21390 -2.41936 1.40285
C10 6.36422 0.10645 3.22715
O4 7.40387 -0.20634 3.73543
C11 5.84897 1.52830 3.19900
O5 6.70699 2.56099 2.95164
C12 4.54705 1.70188 3.41839
N1 3.89924 2.96410 3.37980
C13 3.72871 0.47173 3.65433
O6 2.82822 0.42408 4.45096
H1 -1.13030 3.23988 -1.10438
H2 -0.44113 2.42166 0.30676
H3 -2.13631 2.26375 -0.00374
H4 -1.32034 1.21898 -2.31887
H5 -1.46367 0.22565 -0.84099
H6 1.96287 0.30317 -0.19857
H7 0.42796 0.47366 0.62185
H8 0.44849 -1.72074 -1.33653
H9 1.71873 -1.97013 -0.17914
H10 -0.89901 -2.13160 2.41270
H11 0.27430 -0.85794 2.21152
H12 1.54090 -3.49043 1.74139
H13 0.69364 -3.42601 3.26084
H14 2.40766 -0.72428 1.62156
H15 3.31140 -2.21976 1.46405
H16 6.58904 2.79787 2.02682
H17 3.42913 2.97254 2.47199
H18 3.11936 2.96058 4.03245
C14 -6.89532 2.72930 -2.70367
C15 -5.74924 2.38472 -3.40780
C16 -4.91888 1.38190 -2.93428
C17 -5.25418 0.73472 -1.75903
C18 -6.38772 1.06915 -1.04173
C19 -7.21154 2.07494 -1.52068
N2 -4.38581 -0.34290 -1.26349
O7 -3.38286 -0.59448 -1.90112
O8 -4.71792 -0.91108 -0.24427
H19 -7.54433 3.51007 -3.07834
H20 -5.50334 2.89644 -4.32814
H21 -4.02627 1.11163 -3.47913
H22 -6.63126 0.55752 -0.12247
H23 -8.10233 2.34696 -0.97159
C20 -0.01103 -7.21800 -4.43540
C21 -0.96554 -6.21956 -4.29428
C22 -0.58212 -4.93830 -3.93293
C23 0.75926 -4.67691 -3.72131
C24 1.72290 -5.66040 -3.85094
C25 1.33064 -6.93937 -4.21037
N3 1.17066 -3.31469 -3.35758
O9 0.29907 -2.47883 -3.23056
O10 2.35643 -3.10238 -3.19836
H24 -0.31358 -8.21666 -4.72220
H25 -2.00995 -6.43881 -4.46773
H26 -1.32210 -4.15950 -3.82058
H27 2.76566 -5.43970 -3.67743
H28 2.07216 -7.71894 -4.31779
C26 -0.99882 0.30236 6.28804
C27 -2.37752 0.32474 6.45992
C28 -3.20994 0.56831 5.37877
C29 -2.64442 0.78383 4.13507
C30 -1.27438 0.77215 3.94908
C31 -0.44731 0.52994 5.03430
N4 -3.52079 1.02041 2.97812
O11 -4.71896 1.04614 3.17199
O12 -2.99457 1.17559 1.89376
H29 -0.35195 0.10545 7.13293
H30 -2.80532 0.14860 7.43741
H31 -4.28163 0.58539 5.50992
H32 -0.84851 0.94632 2.97155
H33 0.62490 0.51600 4.89943
C32 0.89395 3.63765 -4.64634
C33 0.43045 4.47622 -3.64082
C34 0.90527 4.33638 -2.34757
C35 1.84495 3.35635 -2.08350
C36 2.31244 2.50820 -3.07023
C37 1.83014 2.65307 -4.36018
N5 2.36226 3.21506 -0.71876
O13 1.91076 3.94346 0.14165
O14 3.20667 2.36272 -0.51480
H34 0.52379 3.75207 -5.65685
H35 -0.30039 5.24085 -3.86525
H36 0.54577 4.98533 -1.56277
H37 3.03931 1.74250 -2.84444
H38 2.18585 1.99804 -5.14319

Its HOMO-LUMO gap is 8.324 eV. The value obtained for the molar mass is 903.6 g mol⁻¹. For the largest force on an atom, the calculation gives 0.79 eV/Å. Its charge is 0. The SMILES is CCOCCOCCOCC1=C(I)C(=O)C(O)=C(N)C1=O.O=[N+]([O-])c1ccccc1.O=[N+]([O-])c1ccccc1.O=[N+]([O-])c1ccccc1.O=[N+]([O-])c1ccccc1. As for the HOMO energy: -8.998 eV.

---

Formula: C2H8N2S
Source: the Open Molecules 2025 dataset
Level of theory: the ωB97M-V functional and the def2-TZVPD basis

Positions of all 13 atoms, in Å:
C1 0.85971 0.77825 -2.14206
S1 1.31030 -0.61649 -1.01967
H1 -0.04155 0.54677 -2.69667
H2 1.75573 1.07232 -2.67139
H3 0.48362 1.58984 -1.49979
N1 0.21627 0.39024 1.52311
C2 -0.76271 -0.45088 1.64641
N2 -1.30643 -1.13356 0.63621
H4 0.97337 0.22699 0.59368
H5 0.70398 0.69965 2.34868
H6 -1.33410 -0.38364 2.57316
H7 -2.19323 -1.49892 0.91973
H8 -0.66494 -1.22057 -0.21139

Its HOMO-LUMO gap is 7.769 eV. Its energy above the lowest of the compared OMol25 structures with the same formula, charge and spin is 79.28 kJ/mol. The value obtained for the molar mass is 92.2 g mol⁻¹. For the largest force on an atom, the calculation gives 2.50 eV/Å. Its charge is 0. As for the HOMO energy: -7.354 eV.

---

Formula: C33H35Cl5CoN4P2
Source: the Open Molecules 2025 dataset
Level of theory: the ωB97M-V functional and the def2-TZVPD basis

Positions of all 80 atoms, in Å:
Co1 -1.86647 0.84360 -1.08507
C1 -2.41229 1.88921 -2.52475
C2 -1.54488 2.62376 -1.66317
C3 -2.08070 3.56789 -0.61684
C4 -3.19359 2.92033 0.25933
C5 -3.04525 1.41786 0.34589
C6 -3.59738 0.42586 -0.50020
C7 -4.47375 0.63401 -1.68519
C8 -3.93669 1.81375 -2.54910
C9 -0.04675 -2.33053 1.12657
H1 -2.00781 1.65340 -3.51549
H2 -0.55634 2.89597 -2.06400
H3 -2.46516 4.48033 -1.10682
H4 -1.23932 3.89273 0.03600
H5 -3.08802 3.30501 1.28173
H6 -4.20259 3.19825 -0.06163
H7 -2.88721 1.05550 1.37762
H8 -3.71282 -0.56875 -0.04110
H9 -5.51099 0.79507 -1.36283
H10 -4.52596 -0.29680 -2.28645
H11 -4.23169 1.57315 -3.58736
H12 -4.38092 2.78175 -2.29579
H13 -0.16477 -2.23686 0.04445
H14 -0.72452 -3.14596 1.47546
H15 0.99968 -2.59228 1.30551
P1 -0.47028 -0.74088 1.81228
P2 2.02027 0.06987 -0.96322
N1 -2.17672 -1.09953 2.18953
N2 0.14315 -0.67674 3.34126
N3 0.80745 0.16554 -2.21322
N4 3.44518 1.00803 -1.43502
C10 -0.01733 0.85320 1.05428
C11 1.25604 1.21075 0.24626
C12 -2.98120 -2.08199 1.60122
C13 -4.17485 -2.20555 2.29769
C14 -4.11111 -1.28277 3.38710
C15 -2.90066 -0.61492 3.28803
C16 0.37014 -1.85962 4.04809
C17 1.01469 -1.52785 5.22674
C18 1.14422 -0.09849 5.26630
C19 0.58203 0.41384 4.11044
C20 -0.57344 -0.45283 -2.07326
C21 -0.99928 -0.62803 -3.46912
C22 -0.19375 0.18299 -4.24718
C23 0.79221 0.74730 -3.44737
C24 3.71807 1.75544 -2.58847
C25 5.06636 2.03057 -2.64369
C26 5.66299 1.55523 -1.43472
C27 4.64509 0.97414 -0.68929
H16 0.01601 1.54225 1.92105
H17 -0.90258 1.23855 0.46277
H18 0.97486 2.09972 -0.35577
H19 2.03448 1.57925 0.92855
H20 -2.63904 -2.63504 0.74658
H21 -4.98618 -2.87362 2.06957
H22 -4.86200 -1.14580 4.15911
H23 -2.47855 0.16090 3.90884
H24 0.05617 -2.80276 3.63782
H25 1.33797 -2.23678 5.96221
H26 1.57917 0.48946 6.05322
H27 0.42194 1.42436 3.76915
H28 -0.62423 -1.35643 -1.46081
H29 -1.69881 -1.39092 -3.81448
H30 -0.20738 0.34412 -5.33019
H31 1.49392 1.51918 -3.72284
H32 2.93489 2.09713 -3.23916
H33 5.57926 2.49930 -3.47686
H34 6.70676 1.62426 -1.16800
H35 4.66631 0.56501 0.30020
Cl1 3.12097 -0.80280 2.00427
C28 3.56700 -1.67472 0.55967
C29 2.77996 -1.52828 -0.60918
C30 2.87832 -2.62215 -1.51663
Cl2 1.61756 -2.92998 -2.65994
C31 3.91373 -3.57997 -1.42469
Cl3 4.05859 -4.83310 -2.57058
C32 4.85582 -3.51568 -0.37355
Cl4 6.23855 -4.50482 -0.33557
C33 4.64588 -2.56411 0.65012
Cl5 5.74759 -2.48051 1.95367

Its HOMO-LUMO gap (alpha / beta) is 4.548 / 6.739 eV. Its energy above the lowest of the compared OMol25 structures with the same formula, charge and spin is 268.64 kJ/mol. The value obtained for the molar mass is 785.8 g mol⁻¹. For the largest force on an atom, the calculation gives 4.78 eV/Å. Its charge is 0. The spin multiplicity is 4. As for the HOMO energy (alpha / beta): -4.751 / -7.013 eV.

---

Formula: C26H33As2N6O8RhS3
Source: the Open Molecules 2025 dataset
Level of theory: the ωB97M-V functional and the def2-TZVPD basis

Positions of all 79 atoms, in Å:
Rh1 -2.15982 -0.26623 1.76070
C1 -0.00545 4.59178 0.86004
N1 -1.36502 4.20296 0.49686
C2 -2.26874 5.02579 -0.12591
C3 -3.40344 4.32324 -0.27356
N2 -3.19383 3.04770 0.24451
C4 -1.91370 3.00009 0.73061
S1 -1.00332 1.78744 1.53431
C5 -4.27377 2.07520 0.24476
C6 -5.39808 2.34953 -0.51452
C7 -6.49770 1.51351 -0.35484
C8 -6.43389 0.44748 0.51342
C9 -5.21904 0.21011 1.14379
N3 -4.15619 1.00062 1.01033
H1 0.10592 5.64903 0.63945
H2 0.70389 4.00822 0.27642
H3 0.15179 4.41758 1.92190
H4 -2.03552 6.04142 -0.38619
H5 -4.34591 4.64660 -0.66292
H6 -5.44876 3.16455 -1.21386
H7 -7.40169 1.70971 -0.91431
H8 -7.27911 -0.20543 0.67603
H9 -5.90862 -1.47854 2.11646
C10 4.23094 2.01528 0.50095
N4 2.79970 1.76113 0.40314
C11 2.13971 1.60281 -0.73383
N5 2.78848 1.64895 -1.88960
S2 0.43559 1.30983 -0.76634
H10 4.53021 1.85313 1.53065
H11 4.46798 3.03412 0.19412
H12 4.78946 1.29976 -0.10427
H13 2.27965 1.63777 1.25628
H14 3.79386 1.68758 -1.92973
H15 2.30277 1.36365 -2.72817
C12 1.68639 -0.47641 4.77633
O1 1.86065 -0.85761 3.38831
C13 0.75862 -1.12518 2.72132
O2 -0.35872 -0.97770 3.19984
C14 0.96720 -1.66279 1.33832
C15 2.14424 -2.05342 0.86006
As1 2.34808 -3.07287 -0.81502
C16 3.98319 -2.19634 -1.44497
C17 1.06247 -2.03007 -1.86536
C18 -0.15334 -1.68037 -1.44992
As2 -0.74396 -1.82455 0.39053
C19 -1.07813 -3.73185 0.56295
C20 -1.10224 -1.07472 -2.43704
O3 -0.89439 -1.01159 -3.61892
O4 -2.22454 -0.64275 -1.84857
C21 -3.19709 -0.08669 -2.75004
C22 1.57394 -1.61569 -3.21716
O5 1.96649 -0.48788 -3.41143
O6 1.64826 -2.63603 -4.04591
C23 2.12288 -2.38305 -5.39059
C24 3.46976 -1.82983 1.52495
O7 4.02342 -0.75933 1.54044
O8 3.96086 -2.98605 1.94276
C25 5.28830 -2.98537 2.52459
H16 2.68922 -0.45391 5.18790
H17 1.06517 -1.20853 5.28470
H18 1.21993 0.50451 4.82637
H19 4.77675 -2.37774 -0.72244
H20 3.84012 -1.12798 -1.59104
H21 4.26694 -2.66333 -2.38741
H22 -0.28177 -4.31555 0.10364
H23 -2.02511 -3.96115 0.07599
H24 -1.15062 -3.96794 1.62384
H25 -4.01757 0.24563 -2.11942
H26 -3.53761 -0.84561 -3.45101
H27 -2.76617 0.74698 -3.30146
H28 2.91839 -3.09679 -5.58300
H29 2.48130 -1.36329 -5.48162
H30 1.28483 -2.55822 -6.05958
H31 5.80430 -3.84336 2.10587
H32 5.17710 -3.10013 3.59951
H33 5.80432 -2.06041 2.28719
S3 -3.50045 -2.60151 3.29452
C26 -3.89325 -1.31661 2.42674
N6 -5.07650 -0.92325 1.94851

Its HOMO-LUMO gap (alpha / beta) is 6.951 / 5.919 eV. Its energy above the lowest of the compared OMol25 structures with the same formula, charge and spin is 0.00 kJ/mol. The value obtained for the molar mass is 906.5 g mol⁻¹. For the largest force on an atom, the calculation gives 0.92 eV/Å. Its charge is +2. The spin multiplicity is 5. As for the HOMO energy (alpha / beta): -11.927 / -13.260 eV.

---

Formula: H8Si4
Source: the Open Molecules 2025 dataset
Level of theory: the ωB97M-V functional and the def2-TZVPD basis

Positions of all 12 atoms, in Å:
Si1 1.94132 -2.04773 0.27384
Si2 0.19831 0.68182 -0.72626
Si3 0.99210 -0.17968 1.17966
Si4 -2.10023 1.18610 -0.26476
H1 2.46680 -3.02323 1.15663
H2 2.74371 -1.50766 -1.02840
H3 0.87710 1.93808 -1.05703
H4 0.53862 -0.52068 -1.48349
H5 -0.32822 -0.78683 1.95829
H6 -2.05214 1.95685 1.05437
H7 -3.03160 0.12511 0.25804
H8 -2.24578 2.17784 -1.32087

Its HOMO-LUMO gap (alpha / beta) is 7.661 / 7.165 eV. Its energy above the lowest of the compared OMol25 structures with the same formula, charge and spin is 0.00 kJ/mol. The value obtained for the molar mass is 120.4 g mol⁻¹. For the largest force on an atom, the calculation gives 2.75 eV/Å. Its charge is 0. The spin multiplicity is 3. As for the HOMO energy (alpha / beta): -6.859 / -9.238 eV.